1.
A cluster of 2 separate species, C7H10O4 in total, computed with ωB97M-V with the def2-TZVPD basis set.

Its total energy is -573.56606 a.u. As for the HOMO energy: -8.60 eV. The molecular weight is 158.2 u. The spin multiplicity is 1. As for the largest force on an atom: 5.125 eV/Å.

XYZ file:
```
21
Properties=species:S:1:pos:R:3:forces:R:3:nbo_charge:R:1
C 1.404452 0.138638 -1.573256 -0.7930 -1.0545 1.4478 -0.1444
C 0.620854 1.204946 -1.466713 -0.8945 -1.9969 0.8005 -0.1811
C -0.670026 -0.787721 -0.805189 -2.6308 -0.3391 -1.8696 -0.4158
C 0.742244 -1.179049 -1.073167 0.1543 1.0488 -3.4357 -0.4463
C -0.838304 0.736660 -1.036830 2.0506 -0.6422 -1.4217 -0.3669
C 1.579825 -1.826502 -0.093655 0.6351 -0.0262 0.8336 0.2547
C -1.210761 1.510802 0.168034 0.2645 1.2135 -2.3389 0.8124
O 0.190812 -0.415951 3.212878 4.5209 -1.1673 2.1121 -0.9870
O 0.851110 -2.093330 0.957635 -1.8451 1.0607 -2.2921 -0.6291
O -1.325608 1.095250 1.262083 -0.3963 -0.8775 2.4333 -0.6134
O -1.280238 2.826956 -0.125401 -0.7406 1.1147 2.3603 -0.6834
H 2.444447 -0.009506 -1.661386 1.1696 0.7541 -0.6502 0.2253
H 0.880525 2.232343 -1.490265 0.1926 0.6891 -0.4396 0.2279
H -1.463306 -1.345644 -1.481401 1.7219 0.9292 1.3791 0.2163
H -0.858015 -1.060177 0.192749 -0.8358 -0.0825 1.2735 0.2441
H 0.831157 -1.913253 -1.913894 -0.0961 0.3066 0.2375 0.2572
H -1.426144 0.910601 -1.943923 -0.5037 0.3310 0.6119 0.2477
H -0.142599 -0.772705 4.013707 -1.3614 -0.0150 0.2581 0.4847
H 1.441867 -2.440088 1.546152 2.1159 -1.6093 3.0106 0.4998
H -0.299183 -0.087496 2.533727 -3.1676 1.1974 -2.2181 0.4994
H -1.473111 3.275226 0.778117 0.4394 -0.8346 -2.0923 0.4978
```
Forces are in eV/Å.

=====

2.
A cluster of 2 separate species, C5H15N2S in total, computed with ωB97M-V with the def2-TZVPD basis set.

As for the net charge: +1. Its total energy is -706.94393 a.u. As for the HOMO energy: -12.56 eV. The molecular weight is 135.3 u. The spin multiplicity is 1. As for the largest force on an atom: 0.968 eV/Å.

XYZ file:
```
23
Properties=species:S:1:pos:R:3:forces:R:3:nbo_charge:R:1
C -0.472258 -0.255395 -1.884547 0.3106 0.5226 0.3039 -0.2369
C 0.888511 0.001919 -2.509926 0.0640 0.0889 -0.9619 -0.5351
S 0.635778 0.881037 -4.119395 0.2513 -0.0752 0.4878 -0.0109
N -0.284121 -1.168708 -0.711898 0.5303 0.0618 0.0132 -0.7220
H -1.194881 -0.690147 -2.567942 0.0782 -0.1289 -0.1241 0.2321
H -0.867547 0.689428 -1.513497 -0.1766 -0.0853 0.0344 0.2296
H 1.407865 -0.934795 -2.725738 -0.0636 -0.0506 0.0795 0.2142
H 1.528979 0.612724 -1.878024 -0.1362 0.0054 0.1674 0.2351
H 1.885167 1.390148 -4.199442 -0.3122 -0.1413 0.0522 0.1527
H -1.151091 -1.589055 -0.382484 -0.0049 -0.0192 -0.0573 0.4330
H 0.185054 -0.643425 0.134891 -0.1834 -0.0266 -0.1507 0.4625
H 0.368349 -1.904880 -0.990254 -0.2755 -0.1642 0.1096 0.4227
C -1.807971 0.254209 1.910197 0.3385 -0.3705 -0.0292 -0.6236
C -0.432898 0.885293 2.113749 -0.3526 0.3065 -0.1862 -0.2514
C 1.637488 -0.179748 2.250795 0.1534 -0.1397 -0.1817 0.0253
N 0.650217 0.096689 1.512310 -0.2493 0.0865 0.3740 -0.4691
H -2.541454 0.709279 2.569512 -0.0108 0.0662 0.0080 0.2512
H -2.176249 0.359223 0.889287 0.0112 0.0318 -0.0625 0.1952
H -1.749502 -0.809308 2.160016 -0.1693 0.0306 0.0369 0.2077
H -0.271813 1.052381 3.179946 0.2103 -0.0732 0.0227 0.2004
H -0.407104 1.860268 1.621678 0.0146 0.0370 0.0799 0.2165
H 1.680644 0.093648 3.304243 0.0069 0.1532 -0.0128 0.1816
H 2.488837 -0.710786 1.836523 -0.0349 -0.1158 -0.0030 0.1891
```
Forces are in eV/Å.

=====

3.
An isolated molecule of C6H5ClS, computed with ωB97M-V with the def2-TZVPD basis set.

Its total energy is -1089.84936 a.u. As for the SMILES: C#CC(S)(C#C)CCl. As for the HOMO energy: -9.60 eV. The molecular weight is 144.6 u. The spin multiplicity is 1. As for the largest force on an atom: 2.918 eV/Å.

XYZ file:
```
13
Properties=species:S:1:pos:R:3:forces:R:3:nbo_charge:R:1
C 1.882039 -0.382296 -1.917812 0.1314 -0.5439 -0.9878 -0.1729
C 1.137058 -0.061267 -1.031854 -0.3094 -0.2631 0.3621 -0.0477
C 0.229399 0.238339 0.129868 0.7038 -0.4506 -0.8756 -0.3139
S 1.402950 1.137369 1.248542 -0.7806 0.1934 0.6948 0.0292
C -0.294682 -1.009058 0.694124 -0.7265 -2.5895 1.1325 -0.0376
C -0.807119 -2.040855 1.108349 0.7581 1.8609 -0.3663 -0.1833
C -1.005567 0.978305 -0.412651 -0.2682 -0.1566 0.7654 -0.3263
Cl -1.987373 1.473298 1.055796 0.2912 0.1491 -1.1773 -0.0696
H 2.434390 -0.783337 -2.786830 -0.5431 0.7041 1.2006 0.2546
H 0.633420 1.290373 2.392005 0.3095 -0.2461 -1.0411 0.1493
H -1.295961 -2.887754 1.580388 0.4323 0.5560 -0.4728 0.2489
H -0.723169 1.790568 -1.073474 -0.1425 0.4714 0.4319 0.2340
H -1.605384 0.256314 -0.986451 0.1439 0.3149 0.3336 0.2355
```
Forces are in eV/Å.

=====

4.
A structure of composition C42H73AsBrF3N11O2, computed with ωB97M-V with the def2-TZVPD basis set.

As for the net charge: -1. Its total energy is -7505.68372 a.u. As for the HOMO energy: -3.87 eV. The molecular weight is 975.9 u. The spin multiplicity is 1. As for the largest force on an atom: 5.867 eV/Å.

XYZ file:
```
133
Properties=species:S:1:pos:R:3:forces:R:3:mulliken_charge:R:1
C 2.154724 1.810714 4.199362 -0.0144 1.7518 -3.8973 -1.0154
C 2.146842 2.291209 2.757155 0.2951 -0.1447 5.8579 -0.1090
As 1.290387 1.118150 1.293234 -0.7401 -1.1587 1.7863 1.5898
C 3.194181 0.726246 0.753118 2.8554 0.4041 0.2054 -1.2258
C 3.550102 0.204924 -0.704229 2.4087 -0.1457 -0.5351 -0.4553
C 4.555520 -1.125259 -0.551706 0.4447 0.7736 -0.9741 -0.5595
C 4.565115 -1.996062 -1.940192 0.7847 0.5852 0.3561 -0.6279
C 5.486472 -3.347365 -1.836275 -1.0318 -0.7966 -0.4195 -0.4499
C 5.096703 -4.367063 -0.613143 0.6381 -0.4843 0.2218 -0.4410
O 3.682522 -4.795856 -0.589057 1.4429 -0.7767 1.1700 -0.2799
C 3.476454 -5.658859 0.596884 0.5769 0.2563 0.5843 -0.6269
C -0.560457 1.304560 2.083487 -2.1033 0.3974 2.0596 -0.6676
C -1.656628 2.216515 1.380036 -2.1577 0.2034 -0.0549 -0.4732
C -2.456507 1.602377 0.065648 -1.2263 1.4864 -0.1655 0.6688
C -3.790331 0.701888 0.476754 0.2817 1.0324 -0.9009 -0.9497
C -3.086092 2.934866 -0.730047 1.6405 -0.2643 -0.4720 -0.9474
C 1.086032 2.579373 -0.050007 0.7237 1.3486 -3.5974 -0.4885
C 1.498074 4.100974 0.237432 -2.5974 1.6728 -1.8129 -0.0417
C 0.785837 4.942596 1.445668 -0.4802 0.3409 1.5045 -0.8584
Br 3.504757 4.495860 0.066333 -1.0865 -0.2854 0.2899 -0.2237
C 0.503877 -0.331870 0.067996 -1.7040 -2.0372 -0.5385 -0.8513
C 1.108813 -1.853856 0.404104 -1.2041 1.1777 -1.2704 0.5934
O 1.094539 -2.579214 -0.882666 -1.2979 -0.5485 1.2259 -0.4700
C 0.174428 -2.712873 1.445256 0.9352 -0.6182 1.7667 0.3179
F -1.240202 -2.867522 1.032019 4.1035 0.2797 1.4273 -0.3152
F 0.801559 -4.085160 1.524220 -2.4438 3.6096 -0.0286 -0.2748
F 0.207162 -2.199465 2.857157 -0.5929 -1.9523 -4.6922 -0.2503
H 1.227142 1.214978 4.639050 2.5040 0.6594 -1.1903 0.0960
H 3.067135 2.061230 4.884791 -2.3872 -0.0415 -1.1632 0.1109
H 2.708399 3.286323 2.575757 -0.1021 -1.9779 0.2564 0.0806
H 1.472101 -0.037833 2.342115 -0.1157 -0.2367 0.2316 0.1644
H 3.802904 1.734137 0.957822 -1.2367 -2.1381 -0.5795 0.2666
H 3.673584 -0.038066 1.537805 -1.2868 1.5942 -1.4962 0.3781
H 2.728047 -0.013032 -1.488033 1.0160 0.2451 1.6859 0.3529
H 4.258254 1.021988 -1.218164 -1.6250 -1.6858 0.8718 0.3977
H 4.319721 -1.772139 0.393538 0.2061 1.1552 -1.8525 0.2377
H 5.643213 -0.658497 -0.394965 -2.2114 -1.2063 -0.1776 0.3237
H 3.463755 -2.219255 -2.268226 2.1298 0.1325 0.7511 0.1544
H 5.051033 -1.302701 -2.773049 -1.0548 -1.4562 1.6286 0.3300
H 5.311947 -3.948383 -2.848687 0.4704 1.1904 2.1103 0.0572
H 6.646525 -3.147271 -1.756343 -2.3850 -0.1701 -0.0480 0.3184
H 5.340030 -3.936523 0.469736 -0.2541 -0.7188 -2.3205 0.3204
H 5.745608 -5.353726 -0.789294 -1.1092 2.0001 0.5652 0.2952
H 4.321087 -6.490554 0.722180 -1.6987 1.7175 -0.6252 0.3083
H 3.582845 -4.977624 1.569760 -0.5176 -1.5076 -1.9833 0.2441
H 2.431217 -6.185322 0.525530 1.9860 1.3114 0.0651 0.1902
H -1.029032 0.221551 2.270244 0.9813 2.1814 -0.5257 -0.0033
H -0.418025 1.729648 3.192075 -0.2506 -0.7599 -2.3231 0.2714
H -2.532137 2.391348 2.178413 1.6445 -0.2644 -1.6341 0.3815
H -1.360212 3.307069 1.052856 -0.0636 -2.2718 0.8384 0.0147
H -1.764746 1.093666 -0.727758 -1.2809 0.6850 1.7292 0.0520
H -4.589070 1.504625 0.855285 1.7114 -1.9483 -0.4672 0.3315
H -4.236521 0.284951 -0.542622 0.9257 0.5123 2.2434 0.0115
H -3.572969 -0.128987 1.272159 -0.5033 1.5480 -1.5913 0.2748
H -3.844229 3.539786 -0.070938 1.3865 -1.2537 -1.2739 0.3235
H -2.134500 3.616658 -0.966364 -2.2169 -1.2091 0.4662 0.1202
H -3.517043 2.634867 -1.788057 0.5451 0.5845 2.2707 0.2397
H 1.821471 2.277130 -0.951281 -1.4228 0.5518 1.8861 0.1670
H 0.052624 2.604467 -0.654167 1.9689 0.0642 1.6796 0.0875
H 1.103659 4.689949 -0.736078 1.1891 -1.3852 2.2523 -0.0649
H 0.238794 4.264731 2.259882 1.4320 1.1611 -1.9123 0.1996
H -0.068999 5.671347 1.045613 1.9585 -1.6291 0.4963 0.3179
H 1.529944 5.623621 2.074813 -1.3817 -1.5261 -1.5587 0.2409
H 0.600482 -0.033510 -1.057354 0.0529 -1.2018 1.8115 0.2308
H -0.664734 -0.493077 0.254591 2.4691 0.6658 -0.4204 0.1338
H 2.189551 -1.849070 0.833872 -2.0480 -0.1419 -0.7617 -0.0962
H 0.138517 -2.799864 -1.121670 1.8462 0.7909 0.5861 0.3439
C 6.588153 1.536045 5.892104 -0.1342 -0.1886 -0.3292 -0.6555
C 5.215179 1.515698 6.423704 -1.0297 -0.1381 0.4253 0.5039
N 4.130346 1.499683 6.843723 1.9171 0.0469 -0.4016 -0.4902
H 7.027072 2.538086 5.943421 -0.5236 -0.6598 -0.0326 0.1656
H 7.248472 0.864716 6.451305 -0.2828 0.1119 0.0615 0.2830
H 6.620604 1.222034 4.843478 -0.3218 -0.0392 0.1643 0.2699
C -6.373919 -1.091446 -2.860785 -0.1510 -0.1407 0.1996 -0.5285
C -5.344476 -0.185874 -3.397684 0.9066 0.7852 -0.4563 0.2814
N -4.531041 0.529614 -3.821870 -1.3896 -1.1779 0.6800 -0.4289
H -6.078537 -1.511618 -1.893535 0.2245 0.1801 -0.1910 0.3161
H -7.328394 -0.575626 -2.711400 0.4360 0.1072 -0.1560 -0.0123
H -6.563401 -1.933435 -3.534894 0.2085 0.2352 -0.0314 0.3339
C 1.923286 5.563912 -3.795850 0.2443 0.0327 -0.0920 -0.8985
C 0.605345 5.201726 -3.248196 -1.1466 -0.3237 0.4361 0.5039
N -0.436019 4.915610 -2.815488 1.7055 0.5218 -0.7476 -0.4005
H 2.117238 6.638049 -3.706519 -0.2426 -0.1821 0.1067 0.2730
H 2.734511 5.044376 -3.274886 -0.3150 -0.0157 0.1102 0.2368
H 2.004452 5.307775 -4.857489 -0.2512 -0.0450 0.2008 0.3210
C 1.858624 -0.514193 8.132814 0.1560 0.0523 -0.0363 -0.5966
C 0.485649 -0.534539 8.664413 -1.1769 -0.0736 0.4445 0.2998
N -0.599184 -0.550556 9.084433 1.7544 0.0169 -0.6300 -0.4099
H 2.297542 0.487848 8.184131 -0.2592 -0.1605 -0.0424 0.2051
H 2.518942 -1.185521 8.692015 -0.3056 0.0545 0.0473 0.3116
H 1.891075 -0.828204 7.084188 -0.2135 0.1207 0.1724 0.2054
C 3.537288 -8.001612 4.002966 -0.1908 -0.1227 0.0738 -0.8558
C 4.566731 -7.096041 3.466068 0.9998 0.8165 -0.3930 0.4712
N 5.380167 -6.380552 3.041882 -1.3001 -1.3076 0.8650 -0.4066
H 3.832670 -8.421783 4.970216 0.1426 0.2044 -0.1969 0.3238
H 2.582813 -7.485792 4.152350 0.2781 0.1126 -0.1175 0.2547
H 3.347807 -8.843601 3.328858 0.1904 0.2471 -0.0275 0.2657
C 6.463690 -6.627446 -4.996342 -0.0247 -0.2346 0.0720 -0.8053
C 6.537496 -5.197375 -5.339151 0.0651 1.3141 -0.3126 0.3904
N 6.595803 -4.067446 -5.610075 -0.0695 -1.9359 0.4216 -0.3990
H 6.758608 -7.261315 -5.839315 -0.0187 0.3142 0.0289 0.3259
H 7.122678 -6.877020 -4.157977 -0.0743 0.2791 -0.1379 0.2560
H 5.449008 -6.922717 -4.709103 0.1224 0.2895 -0.0686 0.2573
C -2.238030 -5.578714 -0.399294 0.1295 0.0231 0.1649 -0.2241
C -3.089171 -5.520258 -1.599383 -0.7344 0.0210 -1.0359 0.3016
N -3.761732 -5.474080 -2.547573 1.0577 -0.0799 1.5563 -0.4165
H -2.700287 -6.172999 0.396012 -0.1013 0.0800 -0.2855 0.3202
H -1.263966 -6.030097 -0.615762 -0.2242 0.0916 -0.1765 0.2251
H -2.048220 -4.581258 0.010981 -0.1495 -0.1795 -0.2505 -0.1562
C -10.567026 -1.813874 -2.299505 -0.1083 -0.1783 0.1269 -0.8146
C -9.900170 -0.768887 -3.094096 0.4649 0.9442 -0.7334 0.4412
N -9.373282 0.056831 -3.721883 -1.0233 -1.3515 1.0277 -0.4098
H -11.337140 -1.393932 -1.643807 0.2142 0.1426 -0.2081 0.2757
H -11.056081 -2.557266 -2.937941 0.1820 0.2655 -0.0720 0.2734
H -9.857529 -2.351795 -1.661912 0.0505 0.2357 -0.1993 0.2897
C -9.358196 3.199163 -5.605469 0.1178 -0.1451 0.1073 -0.6394
C -10.370330 4.105289 -6.173440 -0.8381 0.7898 -0.4943 0.3410
N -11.170087 4.821230 -6.622166 1.3276 -1.1940 0.7627 -0.3771
H -9.818920 2.373110 -5.053438 -0.0612 0.2143 -0.1498 0.1351
H -8.728945 2.756204 -6.384723 -0.2433 0.1979 0.0061 0.2572
H -8.692442 3.721296 -4.910186 -0.2402 0.0848 -0.1751 0.2722
C -13.027629 5.787203 -9.201586 0.0764 0.0708 0.1409 -0.6346
C -13.087687 5.375629 -10.614056 -0.1022 -0.3278 -1.2384 0.3229
N -13.135199 5.050416 -11.730083 0.0753 0.5286 1.8188 -0.3787
H -13.761905 5.249926 -8.592044 0.1344 -0.0214 -0.2772 0.2430
H -12.041811 5.593914 -8.765458 -0.2170 -0.0625 -0.2162 0.1978
H -13.229579 6.856984 -9.083035 0.0083 -0.1788 -0.2585 0.2652
C 7.057996 6.088742 7.421396 -0.1250 0.2089 0.0758 -0.7943
C 7.653066 4.813780 6.987305 0.5408 -1.0066 -0.3366 0.4019
N 8.123288 3.806398 6.644364 -0.2181 2.4302 0.8872 -0.4720
H 7.775106 6.701078 7.978320 0.0379 -0.2996 -0.1405 0.2752
H 6.715481 6.686050 6.569742 0.1308 -0.3102 0.0123 0.2703
H 6.192897 5.929995 8.073831 0.1853 -0.2187 -0.1660 0.2686
```
Forces are in eV/Å.

=====

5.
An isolated molecule of C3H8N2O, computed with ωB97M-V with the def2-TZVPD basis set.

Its total energy is -303.87812 a.u. As for the SMILES: CNC(=O)NC. As for the HOMO energy: -9.42 eV. The molecular weight is 88.1 u. The spin multiplicity is 1. As for the largest force on an atom: 0.539 eV/Å.

XYZ file:
```
14
Properties=species:S:1:pos:R:3:forces:R:3:nbo_charge:R:1
C -2.247985 0.394633 0.178192 -0.1281 0.0603 0.0338 -0.4188
N -0.802532 0.416529 0.066124 0.0957 -0.0663 -0.0229 -0.6421
C -0.168342 -0.748334 -0.277189 0.0251 -0.0671 0.0534 0.7762
O -0.776465 -1.755830 -0.624367 -0.0126 0.2476 0.0567 -0.6807
N 1.201118 -0.786368 -0.230542 -0.2170 -0.1972 -0.0645 -0.6403
C 2.156724 0.263328 0.036317 -0.0487 0.1139 0.0493 -0.4184
H -2.679565 1.311054 -0.234132 0.0532 -0.1207 0.0690 0.1932
H -2.578295 0.270097 1.217235 0.0355 0.0510 -0.1502 0.1853
H -2.591219 -0.467281 -0.395956 -0.0457 0.2043 0.0884 0.2470
H -0.292881 1.179394 0.483547 0.0219 -0.2130 -0.0778 0.3891
H 1.473407 -1.694655 -0.567575 0.5170 0.1477 0.0422 0.4100
H 3.166338 -0.152616 0.005403 -0.1974 -0.0117 -0.0255 0.2199
H 2.114328 1.079739 -0.694892 -0.0569 -0.0958 0.0325 0.1905
H 2.025364 0.690306 1.037832 -0.0420 -0.0530 -0.0843 0.1891
```
Forces are in eV/Å.